*P*
C11H14O in the gas phase. Source: OMol25; level of theory: ωB97M-V/def2-TZVPD.

Kohn-Sham gap = 6.9367 eV
LUMO energy = -0.29 eV
E_HOMO = -0.2655 Eh

ORCA input file:
```
! wB97M-V def2-TZVPD RIJCOSX def2/J DEFGRID3
* xyz 0 1
C 1.611 -1.038 -3.688
C 1.554 0.978 -2.203
C 1.027 -2.226 -3.547
C 1.270 -0.332 -2.423
C 0.379 -1.237 -1.682
C -0.664 0.728 0.267
C 1.216 1.727 -0.989
C 0.807 1.059 0.321
C -0.354 -1.476 1.729
C -2.392 0.336 1.742
C -1.238 -0.370 1.017
O 0.300 -2.318 -2.348
H 2.258 -0.557 -4.362
H 2.084 1.664 -2.842
H 1.004 -3.138 -4.234
H 1.982 2.595 -0.700
H 0.487 2.369 -1.442
H 0.611 1.792 1.130
H 1.327 0.138 0.455
H 0.158 -2.155 1.096
H -1.039 -2.046 2.204
H 0.311 -0.938 2.424
H -3.201 0.775 1.022
H -2.022 1.135 2.384
H -2.839 -0.370 2.563
H -1.935 -0.964 0.296
*
```

*Q*
C11H14O as an isolated structure. Source: OMol25; level of theory: ωB97M-V/def2-TZVPD.

Kohn-Sham gap = 8.5488 eV
LUMO energy = -0.04 eV
E_HOMO = -0.3157 Eh

ORCA input file:
```
! wB97M-V def2-TZVPD RIJCOSX def2/J DEFGRID3
* xyz 0 1
C 1.953 -1.650 0.057
C 0.521 -1.179 -0.189
C 0.417 -0.532 -1.699
C -1.200 -0.274 -2.177
C -1.926 -0.228 -0.889
C -1.186 0.576 0.352
C -1.619 1.721 0.875
C -0.880 2.237 2.069
C 0.321 1.793 2.415
C 0.993 0.725 1.575
C 0.184 0.061 0.586
H 3.247 -1.329 -1.495
H 1.796 -2.845 -0.251
H 2.055 -1.433 1.299
H -0.310 -1.735 -0.002
H 0.860 0.728 -1.538
H 0.932 -1.269 -2.495
H -1.052 0.519 -2.928
H -1.621 -1.448 -2.557
H -2.937 0.056 -0.914
H -2.114 -1.460 -0.909
H -2.637 2.087 0.942
H -1.399 2.879 2.941
H 0.815 2.287 3.406
H 2.032 0.418 1.940
O 2.754 -0.706 -0.413
*
```

Which one sits at the bottom of the stability order? *P* does.

*P*
C24H19N3O11S2Sr as an isolated structure. Source: OMol25; level of theory: ωB97M-V/def2-TZVPD.

Kohn-Sham gap = 7.6323 eV
LUMO energy = 4.17 eV
E_HOMO = -0.1274 Eh

ORCA input file:
```
! wB97M-V def2-TZVPD RIJCOSX def2/J DEFGRID3
* xyz -2 1
Sr -0.218 1.120 -0.370
O -0.396 0.716 -4.979
C -0.739 0.646 -3.793
O -0.029 0.893 -2.769
C -2.206 0.308 -3.515
C -2.872 1.507 -2.788
C -4.381 1.482 -3.027
C -4.788 0.251 -2.174
C -3.449 -0.128 -1.523
O -2.794 1.149 -1.395
C -2.554 -0.862 -2.530
C -1.383 -1.560 -1.835
O -0.842 -2.523 -2.413
O -1.081 -1.147 -0.672
H -2.679 0.135 -4.480
H -2.378 2.461 -2.946
H -4.630 1.378 -4.084
H -4.840 2.394 -2.644
H -5.189 -0.569 -2.772
H -5.525 0.517 -1.416
H -3.508 -0.598 -0.548
H -3.098 -1.640 -3.067
O 1.062 3.280 -0.254
S 0.047 4.002 0.534
O -0.236 5.333 0.060
O -1.149 3.158 0.700
C 0.806 4.256 2.146
C 1.313 5.543 2.320
C 2.014 5.891 3.460
C 2.223 4.947 4.448
C 1.722 3.666 4.294
C 1.007 3.292 3.155
S 0.339 1.605 3.251
O -1.051 1.780 3.596
O 1.149 0.978 4.280
O 0.563 0.968 1.932
H 1.141 6.262 1.534
H 2.398 6.900 3.568
H 2.776 5.202 5.345
H 1.873 2.914 5.054
N 1.088 -8.939 0.675
C 1.291 -7.811 0.577
C 1.560 -6.392 0.464
C 0.708 -5.559 -0.256
C 0.961 -4.206 -0.361
C 2.100 -3.678 0.255
C 2.957 -4.505 0.974
C 2.684 -5.856 1.082
N 2.378 -2.304 0.147
C 3.200 -1.520 0.959
C 3.064 -0.255 0.499
N 2.196 -0.228 -0.579
C 1.800 -1.456 -0.754
H -0.170 -5.973 -0.735
H 0.276 -3.571 -0.923
H 3.842 -4.096 1.441
H 3.348 -6.502 1.642
H 3.721 -1.915 1.811
H 3.488 0.653 0.891
H 1.092 -1.795 -1.495
*
```

*Q*
C24H19N3O11S2Sr as an isolated structure. Source: OMol25; level of theory: ωB97M-V/def2-TZVPD.

Kohn-Sham gap = 6.9456 eV
LUMO energy = 3.80 eV
E_HOMO = -0.1156 Eh

ORCA input file:
```
! wB97M-V def2-TZVPD RIJCOSX def2/J DEFGRID3
* xyz -2 1
Sr 0.880 -0.154 1.386
O 3.010 -1.255 5.289
C 2.338 -0.630 4.465
O 2.333 -0.781 3.202
C 1.451 0.521 4.994
C 1.627 1.803 4.155
C 1.227 3.027 4.986
C -0.312 2.854 5.044
C -0.513 1.604 4.172
O 0.543 1.743 3.205
C -0.109 0.339 4.934
C -0.652 -0.941 4.249
O -0.915 -1.897 4.983
O -0.829 -0.869 2.990
H 1.760 0.698 6.024
H 2.567 1.876 3.614
H 1.701 3.027 5.969
H 1.502 3.944 4.465
H -0.689 2.701 6.056
H -0.825 3.714 4.612
H -1.465 1.533 3.654
H -0.514 0.337 5.947
O 4.378 1.411 -0.801
S 2.949 1.261 -0.635
O 2.418 1.870 0.589
O 2.460 -0.105 -0.795
C 2.248 2.254 -1.983
C 3.136 3.186 -2.515
C 2.757 4.064 -3.517
C 1.463 4.023 -4.007
C 0.569 3.100 -3.491
C 0.941 2.210 -2.486
S -0.356 1.041 -2.031
O -0.004 -0.201 -2.701
O -1.590 1.625 -2.537
O -0.350 0.951 -0.569
H 4.143 3.197 -2.122
H 3.474 4.776 -3.908
H 1.145 4.702 -4.789
H -0.448 3.050 -3.853
N -5.756 -3.514 -6.622
C -4.971 -3.444 -5.784
C -3.996 -3.368 -4.731
C -3.422 -2.145 -4.385
C -2.476 -2.075 -3.379
C -2.120 -3.237 -2.700
C -2.691 -4.461 -3.038
C -3.621 -4.529 -4.057
N -1.175 -3.175 -1.662
C -0.192 -4.107 -1.363
C 0.513 -3.576 -0.333
N -0.012 -2.354 0.022
C -1.010 -2.144 -0.786
H -3.703 -1.246 -4.918
H -1.977 -1.140 -3.147
H -2.417 -5.350 -2.485
H -4.073 -5.475 -4.324
H -0.070 -5.009 -1.936
H 1.371 -3.984 0.173
H -1.649 -1.278 -0.786
*
```

Which one sits at the bottom of the stability order? *Q* does.

*P*
A 2-piece molecular cluster, C3H12N2 overall. Source: OMol25; level of theory: ωB97M-V/def2-TZVPD.

Kohn-Sham gap = 10.0706 eV
LUMO energy = 1.04 eV
E_HOMO = -0.3319 Eh

ORCA input file:
```
! wB97M-V def2-TZVPD RIJCOSX def2/J DEFGRID3
* xyz 0 1
C -0.453 0.497 2.282
C 0.034 1.464 1.197
N 1.514 1.813 1.167
H -0.061 -0.531 2.258
H -1.534 0.350 2.380
H -0.229 0.908 3.314
H -0.482 2.347 1.409
H -0.217 1.086 0.222
H 2.007 1.018 1.560
H 1.809 2.665 1.542
C -0.186 -1.226 -2.164
N -0.322 -2.479 -2.893
H 0.722 -0.572 -2.565
H -1.146 -0.578 -2.105
H -0.002 -1.360 -1.134
H -0.361 -2.360 -3.903
H -1.092 -3.041 -2.565
*
```

*Q*
A 2-piece molecular cluster, C3H12N2 overall. Source: OMol25; level of theory: ωB97M-V/def2-TZVPD.

Kohn-Sham gap = 9.9444 eV
LUMO energy = 0.91 eV
E_HOMO = -0.3319 Eh

ORCA input file:
```
! wB97M-V def2-TZVPD RIJCOSX def2/J DEFGRID3
* xyz 0 1
C 1.327 -0.778 1.328
C 2.178 -0.510 0.024
N 2.308 0.875 -0.410
H 1.931 -0.474 2.335
H 0.792 -1.831 1.379
H 0.558 -0.018 1.144
H 1.463 -1.118 -0.713
H 3.278 -0.919 -0.032
H 1.551 1.479 -0.354
H 2.611 0.967 -1.373
C -2.432 0.536 -1.018
N -2.858 -0.196 0.217
H -3.165 1.431 -1.128
H -1.384 0.930 -1.009
H -2.632 -0.251 -1.889
H -3.406 0.483 0.747
H -2.119 -0.608 0.752
*
```

Which one sits at the bottom of the stability order? *Q* does.

*P*
A 13-piece molecular cluster, C5H37NO13 overall. Source: OMol25; level of theory: ωB97M-V/def2-TZVPD.

Kohn-Sham gap = 9.7085 eV
LUMO energy = 0.13 eV
E_HOMO = -0.3519 Eh

ORCA input file:
```
! wB97M-V def2-TZVPD RIJCOSX def2/J DEFGRID3
* xyz 0 1
C 0.744 0.298 0.247
C 1.441 -0.803 -0.584
C 2.928 -0.773 -0.239
C 1.222 -0.589 -2.082
N -0.728 0.296 -0.002
C -1.443 1.163 0.975
O -2.832 0.997 0.711
H 0.996 0.142 1.358
H 1.101 1.299 -0.032
H 0.990 -1.782 -0.311
H 3.519 -1.497 -0.837
H 3.144 -0.946 0.799
H 3.379 0.185 -0.501
H 1.531 0.416 -2.390
H 0.175 -0.689 -2.316
H 1.802 -1.308 -2.680
H -1.061 -0.643 -0.014
H -1.241 2.230 0.743
H -1.237 0.956 2.070
H -3.062 0.100 0.855
H 1.978 2.502 -3.202
H 0.547 2.638 -2.580
O 1.416 3.071 -2.607
H -1.174 1.016 -3.103
H -0.782 1.320 -1.590
O -0.907 1.754 -2.500
H 0.574 3.713 2.375
H 1.242 3.019 1.146
O 0.593 2.901 1.912
H -2.905 0.155 -2.788
H -2.040 -1.091 -2.568
O -2.215 -0.483 -3.194
H 0.150 1.101 4.247
H 0.816 1.505 2.919
O 0.754 0.796 3.593
H -3.306 1.271 -0.927
H -2.745 1.993 -2.120
O -3.496 1.460 -1.846
H 2.691 -3.075 0.749
H 1.774 -2.738 1.971
O 2.060 -3.503 1.407
H 1.949 3.158 -1.030
H 2.691 4.233 -0.218
O 2.312 3.375 -0.098
H -1.364 -2.913 -0.299
H -2.425 -3.368 -1.345
O -1.940 -2.629 -1.003
H 0.687 -2.201 3.825
H 0.714 -0.774 3.106
O 0.670 -1.796 2.979
H -2.700 -2.077 1.762
H -2.945 -1.988 0.200
O -3.266 -1.604 1.082
H -0.397 -2.673 1.788
H 0.245 -3.745 1.001
O -0.621 -3.376 1.187
*
```

*Q*
A 14-piece molecular cluster, C5H37NO13 overall. Source: OMol25; level of theory: ωB97M-V/def2-TZVPD.

Kohn-Sham gap = 9.0502 eV
LUMO energy = -0.34 eV
E_HOMO = -0.3450 Eh

ORCA input file:
```
! wB97M-V def2-TZVPD RIJCOSX def2/J DEFGRID3
* xyz 0 1
C -0.271 -3.756 0.181
C -1.310 -2.623 0.385
C -1.391 -1.719 -0.903
C -2.604 -0.805 -0.830
C -3.142 -0.016 -1.749
N -1.128 -1.708 1.567
H 0.439 -3.715 0.969
H -0.712 -4.740 0.021
H 0.239 -3.663 -0.783
H -2.311 -3.035 0.550
H -1.298 -2.276 -1.810
H -0.448 -1.187 -0.784
H -3.012 -0.690 0.193
H -3.869 0.752 -1.550
H -2.964 -0.217 -2.820
H -1.501 -2.307 2.302
H -0.185 -1.349 1.763
H 0.102 1.980 -4.175
H 0.423 2.766 -2.977
O 0.760 2.004 -3.462
H 4.265 0.520 0.433
H 3.477 1.815 0.246
O 3.544 1.023 0.819
H -0.482 -0.759 -4.490
H -0.203 -0.690 -2.931
O -0.063 -1.186 -3.743
H -0.198 2.172 0.747
H 1.311 2.607 0.361
O 0.434 2.908 0.601
H -1.306 1.533 2.046
H -1.401 0.437 1.002
O -1.635 1.379 1.150
H -2.570 0.601 3.449
H -2.362 -1.000 3.519
O -2.517 -0.185 3.989
H 4.158 1.030 -2.175
H 2.812 1.344 -2.710
O 3.369 1.516 -1.903
H 0.084 4.004 -1.008
H -1.129 3.125 -1.071
O -0.734 3.891 -1.497
H 1.798 2.507 3.447
H 2.285 1.584 2.249
O 1.833 1.611 3.109
H 2.881 -2.652 -0.840
H 2.501 -3.195 -2.176
O 2.829 -3.501 -1.317
H -3.212 2.409 0.564
H -2.439 3.634 0.926
O -3.309 3.236 1.035
H 1.657 -1.719 3.318
H 1.442 -0.174 3.532
O 1.111 -0.966 3.057
H 2.479 -0.557 -0.523
H 1.711 -0.939 0.828
O 1.762 -1.057 -0.128
*
```

Which one sits at the bottom of the stability order? *Q* does.

*P*
A 2-piece molecular cluster, HN3O2 overall. Source: OMol25; level of theory: ωB97M-V/def2-TZVPD.

Kohn-Sham gap = 10.6605 eV
LUMO energy = -0.07 eV
E_HOMO = -0.3943 Eh

ORCA input file:
```
! wB97M-V def2-TZVPD RIJCOSX def2/J DEFGRID3
* xyz 0 1
O -0.527 -0.556 -2.330
N -0.562 -0.605 -1.166
O -0.073 0.578 -0.508
H -0.266 0.373 0.434
N 0.643 -2.669 -2.404
N 0.878 -2.965 -1.368
*
```

*Q*
HN3O2 in the gas phase. Source: OMol25; level of theory: ωB97M-V/def2-TZVPD.

Kohn-Sham gap (spin up / spin down) = 9.4770 / 9.4759 eV
LUMO energy (spin up / spin down) = -1.09 / -1.09 eV
E_HOMO (spin up / spin down) = -0.3885 / -0.3884 Eh

ORCA input file:
```
! wB97M-V def2-TZVPD RIJCOSX def2/J DEFGRID3
* xyz 0 1
H -2.332 0.170 -0.031
N -1.330 0.217 0.469
N -0.358 0.012 -0.235
N 0.968 -0.016 -0.040
O 1.640 0.966 -0.046
O 1.412 -1.348 -0.117
*
```

Which one sits at the bottom of the stability order? *Q* does.